Entry 1:
{
  "formula": "C4H2N4O2",
  "method": "ωB97M-V with the def2-TZVPD basis set",
  "orbital_gap_ha": 0.316,
  "homo_energy_ev": -9.67,
  "e_above_lowest_kj_mol": 866.7,
  "symbols": ["C", "C", "N", "H", "N", "H", "N", "O", "O", "C", "N", "C"],
  "positions_angstrom": [[2.354, 1.836, 0.103], [1.704, -1.001, -1.506], [3.898, 1.518, -1.843], [1.833, -0.151, -2.176], [0.580, 1.626, 1.709], [-0.227, 2.241, 1.883], [1.952, -2.787, 0.264], [1.823, -2.517, 1.441], [2.378, -3.862, -0.112], [1.745, -1.796, -0.601], [1.462, 1.833, 0.885], [3.216, 1.657, -0.901]],
  "forces_ev_per_angstrom": [[-1.993, 0.307, 2.657], [0.448, 0.278, 0.601], [-0.874, 0.178, 1.463], [-0.385, -0.847, 0.312], [0.344, -0.584, 0.507], [0.946, 0.229, -0.827], [1.313, -2.375, 2.658], [-0.568, 0.567, 0.613], [-0.286, -0.084, -0.939], [-0.561, 2.355, -3.321], [-0.030, 0.181, -1.135], [1.646, -0.206, -2.590]]
}

***

Entry 2:
{
  "formula": "C4H2O",
  "method": "ωB97M-V with the def2-TZVPD basis set",
  "orbital_gap_ha": 0.284,
  "homo_energy_ev": -8.72,
  "e_above_lowest_kj_mol": 547.1,
  "symbols": ["C", "C", "O", "H", "C", "H", "C"],
  "positions_angstrom": [[-0.570, -0.641, -0.157], [1.375, 1.033, 0.082], [1.762, -0.163, -0.084], [-1.342, -1.386, -0.218], [-0.641, 0.693, -0.091], [-1.331, 1.426, 0.260], [0.746, -0.962, 0.208]],
  "forces_ev_per_angstrom": [[-0.259, 1.067, -0.799], [-2.723, 1.512, -0.020], [0.969, 1.012, -1.197], [-0.099, -0.216, 0.169], [3.931, -0.012, 0.187], [-0.488, 0.194, 0.103], [-1.332, -3.556, 1.557]]
}

***

Entry 3:
{
  "formula": "C4H2O2",
  "method": "ωB97M-V with the def2-TZVPD basis set",
  "orbital_gap_ha": 0.341,
  "smiles": "O=CC#CC=O",
  "homo_energy_ev": -10.20,
  "e_above_lowest_kj_mol": 185.4,
  "symbols": ["C", "C", "O", "H", "O", "H", "C", "C"],
  "positions_angstrom": [[1.924, 0.177, 0.088], [-0.617, 0.324, -0.324], [-2.499, -0.043, 1.030], [1.702, 1.070, -0.630], [2.975, -0.204, 0.526], [-2.171, -1.088, -0.696], [-1.869, -0.313, 0.033], [0.555, 0.077, -0.027]],
  "forces_ev_per_angstrom": [[0.568, 1.813, -1.357], [0.340, -0.509, 0.572], [0.299, -0.195, -0.729], [2.216, 0.368, 0.054], [-1.266, -0.115, -0.098], [-0.123, 0.019, 0.143], [-0.720, 0.280, 0.352], [-1.314, -1.661, 1.063]]
}

***

Entry 4:
{
  "formula": "C4H2O2",
  "method": "ωB97M-V with the def2-TZVPD basis set",
  "orbital_gap_ha": 0.308,
  "smiles": "O=C=C=CC=O",
  "homo_energy_ev": -9.58,
  "e_above_lowest_kj_mol": 26.7,
  "symbols": ["O", "H", "C", "C", "C", "C", "O", "H"],
  "positions_angstrom": [[-0.587, -2.073, 0.434], [1.780, -0.860, -0.596], [0.809, 0.930, 0.077], [0.860, -0.342, -0.321], [-0.434, -1.106, -0.265], [-0.211, 1.649, 0.522], [-0.945, 2.431, 0.968], [-1.273, -0.628, -0.818]],
  "forces_ev_per_angstrom": [[0.109, 0.121, -0.390], [-0.164, 0.119, 0.126], [-0.145, -0.216, 0.009], [-0.035, 0.158, 0.011], [-0.061, -0.083, 0.268], [-0.446, 0.595, 0.244], [0.671, -0.564, -0.383], [0.072, -0.131, 0.114]]
}

***

Entry 5:
{
  "formula": "C4H2O3",
  "method": "ωB97M-V with the def2-TZVPD basis set",
  "orbital_gap_ha": 0.340,
  "smiles": "O=c1cc(O)c1=O",
  "homo_energy_ev": -9.65,
  "e_above_lowest_kj_mol": 150.2,
  "symbols": ["C", "O", "H", "C", "C", "H", "O", "C", "O"],
  "positions_angstrom": [[-0.815, -0.835, -0.335], [1.107, 1.955, -0.112], [1.522, 1.858, 0.750], [0.354, 0.896, -0.292], [-0.776, 0.501, -1.043], [-1.364, 0.943, -1.860], [0.957, -0.641, 1.564], [0.408, -0.335, 0.534], [-1.462, -1.834, -0.461]],
  "forces_ev_per_angstrom": [[0.169, -0.149, -0.815], [-0.400, 0.399, -0.705], [0.475, -0.030, 0.282], [-1.767, -0.488, -0.686], [2.111, 0.312, 1.042], [0.353, -0.186, 0.667], [-0.090, 0.426, -1.222], [-1.085, -0.759, 1.117], [0.234, 0.475, 0.319]]
}

***

Entry 6:
{
  "formula": "C4H2O5Tb",
  "method": "ωB97M-V with the def2-TZVPD basis set",
  "charge": 2,
  "spin_multiplicity": 8,
  "s_squared": 15.765,
  "orbital_gap_ha": [0.267, 0.238],
  "homo_energy_ev": [-15.80, -15.80],
  "e_above_lowest_kj_mol": 0.0,
  "symbols": ["O", "H", "H", "C", "O", "C", "O", "O", "C", "O", "C", "Tb"],
  "positions_angstrom": [[3.126, -1.623, 0.510], [-1.970, 1.667, 1.346], [-0.368, 1.703, -1.197], [-2.193, 1.172, 0.403], [4.911, -1.804, 1.974], [-3.432, 1.105, -0.070], [-1.289, 0.220, -0.114], [-4.484, 1.168, -0.550], [4.021, -1.722, 1.250], [0.539, -0.120, -1.284], [-0.326, 0.642, -0.900], [1.465, -2.407, -1.368]],
  "forces_ev_per_angstrom": [[-1.604, -0.285, -1.474], [0.042, -0.209, -0.352], [0.095, -0.210, 0.108], [-0.394, 0.312, 0.467], [-1.176, 0.076, -0.889], [-1.443, 0.643, -0.931], [1.089, -0.445, -0.354], [1.335, -0.329, 0.785], [2.532, -0.043, 2.013], [1.096, -1.923, -0.355], [-1.468, 1.065, 0.575], [-0.103, 1.347, 0.407]]
}

***

Entry 7:
{
  "formula": "C4H2O6S",
  "method": "ωB97M-V with the def2-TZVPD basis set",
  "charge": -2,
  "orbital_gap_ha": 0.251,
  "homo_energy_ev": -1.09,
  "e_above_lowest_kj_mol": 29.4,
  "symbols": ["O", "O", "H", "C", "H", "C", "O", "S", "O", "C", "O", "C", "O"],
  "positions_angstrom": [[1.487, -0.966, 1.726], [-3.368, -0.228, 0.189], [1.143, 1.353, -0.167], [-2.384, -0.745, -0.371], [1.910, 0.030, -1.244], [-1.177, 0.158, -0.284], [0.082, -0.361, -0.730], [-1.624, 1.563, 0.419], [3.216, -0.968, 0.337], [2.092, -0.630, 0.690], [-0.490, 2.489, 0.686], [1.352, 0.168, -0.388], [-2.239, -1.863, -0.863]],
  "forces_ev_per_angstrom": [[-0.279, 0.401, 0.266], [-1.162, 0.086, -0.071], [1.174, -2.899, -0.228], [0.273, -0.912, 0.176], [1.214, 0.046, -1.943], [3.467, -0.913, -0.666], [-4.193, 0.543, 0.826], [0.344, -0.178, 0.076], [2.439, -0.245, -0.520], [-1.781, -0.460, 0.768], [0.599, 0.933, -0.001], [-1.945, 3.998, 1.851], [-0.149, -0.400, -0.532]]
}

***

Entry 8:
{
  "formula": "C4H2OS",
  "method": "ωB97M-V with the def2-TZVPD basis set",
  "orbital_gap_ha": 0.296,
  "smiles": "C#CC(=O)C=S",
  "homo_energy_ev": -9.36,
  "e_above_lowest_kj_mol": 13.6,
  "symbols": ["O", "C", "H", "S", "C", "H", "C", "C"],
  "positions_angstrom": [[-1.095, 1.768, -0.282], [-2.014, -1.540, 0.053], [-2.577, -2.444, -0.176], [1.812, -0.561, -0.147], [-1.444, -0.490, 0.130], [1.342, 1.391, 0.991], [-0.605, 0.723, 0.071], [0.897, 0.622, 0.379]],
  "forces_ev_per_angstrom": [[0.399, 0.026, 0.210], [-0.691, -0.776, -0.536], [0.454, 0.702, 0.459], [0.240, -0.520, -0.343], [1.087, 0.332, 0.018], [-0.275, 0.565, 0.023], [-0.329, -0.038, -0.027], [-0.886, -0.291, 0.197]]
}